Formula: C5H10N3O
Source: the Open Molecules 2025 dataset
Level of theory: ωB97M-V/def2-TZVPD

Last columns: bonded neighbours and bond lengths (Å).
CARTESIAN COORDINATES (ANGSTROEM)
1 C -1.383 1.713 -1.400  O2 1.451, H10 1.077, H11 1.150, H12 1.005
2 O -0.238 1.057 -0.797  C1 1.451, C3 1.463
3 C -0.691 -0.069 0.019  O2 1.463, N4 1.365, N8 1.545, H13 1.170
4 N -1.134 0.322 1.250  C3 1.365, C5 1.259
5 C -0.660 -0.131 2.325  N4 1.259, C6 1.425, H14 1.153
6 C 0.256 -1.214 2.457  C5 1.425, C7 1.354, H15 1.049
7 C 1.009 -1.454 1.358  C6 1.354, N8 1.407, H16 1.001
8 N 0.580 -0.941 0.120  C3 1.545, C7 1.407, N9 1.396
9 N 1.482 -0.617 -0.895  N8 1.396, H17 1.019, H18 1.009, H19 1.031
10 H -0.851 2.173 -2.215  C1 1.077
11 H -1.816 2.330 -0.530  C1 1.150
12 H -1.958 0.927 -1.645  C1 1.005
13 H -1.559 -0.726 -0.411  C3 1.170
14 H -1.031 0.298 3.329  C5 1.153
15 H 0.357 -1.622 3.418  C6 1.049
16 H 1.816 -2.037 1.262  C7 1.001
17 H 2.412 -0.360 -0.568  N9 1.019
18 H 1.156 0.299 -1.159  N9 1.009
19 H 1.517 -1.098 -1.807  N9 1.031

Results
LUMO: -3.81 eV
largest force on an atom: 0.091 Eh/bohr
Kohn-Sham gap: 9.085 eV
relative energy (zero: lowest compared OMol25 entry of this formula, charge and spin): 102.7 kcal per mole
charge: +1
E: -11854.32557 eV
HOMO energy: -12.9 eV
SMILES: CO[C@@H]1N=CC=CN1[NH3+]